1.
11
Properties=species:S:1:pos:R:3:nbo_charge:R:1 method="wB97M-V/def2-TZVPD" smiles=N#CC1COC1 total_charge=0 e_above_lowest_kcal_mol=56.7 total_energy_ha=-285.3242 homo_ev=-10.45 orbital_gap_ev=11.182
C 1.83098 -0.18206 -0.03420 0.266
C 0.34940 -0.10718 0.44392 -0.337
C -0.47705 1.02373 -0.11770 -0.051
C -0.77642 -1.02889 -0.16983 -0.051
H 0.37525 -0.14100 1.49207 0.249
H -0.71804 1.84604 0.62943 0.183
H 0.03354 1.52360 -0.95409 0.186
H -0.61722 -1.47646 -1.13377 0.190
H -1.39120 -1.71256 0.41613 0.200
N 3.00239 0.05153 -0.29649 -0.317
O -1.61163 0.20324 -0.27546 -0.517



2.
11
Properties=species:S:1:pos:R:3:nbo_charge:R:1 method="wB97M-V/def2-TZVPD" total_charge=0 e_above_lowest_kcal_mol=79.6 total_energy_ha=-285.2877 homo_ev=-8.62 orbital_gap_ev=9.001
O 0.80755 1.04961 1.30095 -0.657
C 0.84628 0.87162 -0.00468 0.289
C -0.56240 0.83864 -0.53294 -0.535
C -0.69839 -0.68805 -0.31771 -0.475
C 0.66308 -1.27458 -0.08138 0.229
N 1.55544 -1.97758 0.15271 -0.323
H 1.67509 0.77875 1.64659 0.507
H -1.29389 1.42908 0.02864 0.220
H -0.58608 1.09960 -1.59395 0.229
H -1.29686 -0.89880 0.57492 0.257
H -1.10983 -1.22829 -1.17315 0.259



3.
11
Properties=species:S:1:pos:R:3:nbo_charge:R:1 method="wB97M-V/def2-TZVPD" total_charge=0 e_above_lowest_kcal_mol=157.2 total_energy_ha=-285.1641 homo_ev="-7.92 / -8.49" orbital_gap_ev="7.603 / 8.705"
N -0.89444 -0.24411 -0.76322 -0.543
C -0.14959 -0.07040 0.46916 -0.211
C 1.31006 -0.26782 0.36755 0.211
O 1.60438 0.86487 0.92941 -0.348
C 0.25743 1.33546 0.94923 -0.093
C -0.62547 -1.22312 -1.58984 -0.108
H -1.59508 0.47680 -0.91698 0.385
H -0.58313 -0.63853 1.30303 0.244
H 1.99818 -0.81351 -0.26700 0.203
H 0.00586 1.67198 1.95784 0.153
H -1.32821 -1.09161 -2.43918 0.107



4.
11
Properties=species:S:1:pos:R:3:nbo_charge:R:1 method="wB97M-V/def2-TZVPD" smiles="O=CC[C@H]1C=N1" total_charge=0 e_above_lowest_kcal_mol=56.4 total_energy_ha=-285.3247 homo_ev=-9.97 orbital_gap_ev=10.973
C -0.88824 0.02671 -0.09381 -0.549
C -0.42138 -0.52852 -1.42345 0.451
O 0.71406 -0.85783 -1.67446 -0.525
C 1.46777 0.49126 0.82837 0.078
N 0.74240 1.23924 1.52577 -0.306
C 0.14552 -0.06084 1.00548 -0.148
H -1.15196 1.08240 -0.26806 0.248
H -1.82370 -0.47539 0.18780 0.234
H -1.21082 -0.59943 -2.20118 0.108
H 2.46481 0.45012 0.40832 0.221
H -0.01346 -0.83460 1.75668 0.189



5.
11
Properties=species:S:1:pos:R:3:nbo_charge:R:1 method="wB97M-V/def2-TZVPD" smiles="C[C@H]1C=C1N=O" total_charge=0 e_above_lowest_kcal_mol=123.6 total_energy_ha=-285.2176 homo_ev="-9.52 / -9.52" orbital_gap_ev="8.772 / 8.771"
C -0.99619 -0.76718 0.70395 -0.631
C 0.17743 0.19186 0.76647 -0.206
C 1.39056 0.00314 -0.12274 -0.138
O 0.21849 0.92463 -2.62590 -0.254
C 0.52187 0.88006 -0.50594 0.037
N 0.00365 1.57505 -1.62395 0.125
H -1.87698 -0.28611 1.14056 0.217
H -1.21682 -0.99361 -0.34419 0.210
H -0.82812 -1.71126 1.23137 0.213
H 0.29653 0.69828 1.72670 0.190
H 2.30959 -0.51485 -0.34632 0.235



6.
11
Properties=species:S:1:pos:R:3:nbo_charge:R:1 method="wB97M-V/def2-TZVPD" total_charge=0 e_above_lowest_kcal_mol=56.2 total_energy_ha=-285.3251 homo_ev=-8.66 orbital_gap_ev=9.506
N 1.47456 0.06016 -0.22836 -0.658
C 1.36176 -1.20605 0.26522 0.345
C 0.46651 1.02814 -0.35622 -0.018
C -0.78576 0.71598 -0.02628 -0.275
C -1.07223 -0.73359 0.28820 -0.113
O 0.11100 -1.50564 0.61654 -0.508
H 2.41376 0.31886 -0.44932 0.406
H 0.82806 1.98205 -0.70852 0.211
H -1.57659 1.45665 0.03545 0.225
H -1.49236 -1.24635 -0.57808 0.185
H -1.72872 -0.87020 1.14137 0.199



7.
11
Properties=species:S:1:pos:R:3:nbo_charge:R:1 method="wB97M-V/def2-TZVPD" smiles=N#CC[C@H]1CO1 total_charge=0 e_above_lowest_kcal_mol=46.6 total_energy_ha=-285.3404 homo_ev=-10.84 orbital_gap_ev=11.693
N -1.28674 1.79518 1.72239 -0.318
C -0.84728 1.57455 0.67457 0.277
C -0.18501 1.04486 -0.51704 -0.528
C 0.46660 -0.21344 0.04186 0.066
C 0.15533 -1.63862 -0.05534 -0.104
O 1.15067 -1.02254 -0.87495 -0.475
H 0.65053 1.70421 -0.80724 0.260
H -0.86768 0.96125 -1.37014 0.257
H 0.89342 0.11565 1.00000 0.185
H 0.64388 -2.29742 0.66132 0.191
H -0.77373 -2.02368 -0.47543 0.190



8.
11
Properties=species:S:1:pos:R:3:nbo_charge:R:1 method="wB97M-V/def2-TZVPD" total_charge=0 e_above_lowest_kcal_mol=93.2 total_energy_ha=-285.2660 homo_ev=-9.88 orbital_gap_ev=10.719
C -1.55238 0.03400 -0.55467 -0.664
C -0.13605 -0.09386 -0.10489 0.300
O 0.01344 0.58483 1.12085 -0.292
C 0.86625 -0.70274 -0.71784 -0.491
C 2.40055 0.74471 1.81934 0.223
N 1.26569 0.67571 1.51743 -0.234
H -2.22954 0.08133 0.30055 0.235
H -1.82015 -0.82411 -1.17166 0.235
H -1.69415 0.94232 -1.14760 0.234
H 0.68720 -1.20208 -1.66078 0.222
H 1.86831 -0.70923 -0.31088 0.231